Density functional theory data (ωB97M-V/def2-TZVPD) for a single C11H12 molecule.

XYZ file:
```
23
Properties=species:S:1:pos:R:3:forces:R:3:mulliken_charge:R:1
C -2.78628 0.88280 1.62929 -4.61 1.34 -1.94 -0.3787
C -1.74660 0.29470 2.37848 0.85 -0.78 3.48 -0.6228
C -2.66691 1.00783 0.26289 1.31 -1.11 0.82 -0.6098
C -0.64775 -0.12674 1.75064 0.47 -0.30 -0.96 -0.1604
C -1.51273 0.50414 -0.40029 -3.14 2.02 -1.49 -0.5537
C -0.49257 -0.05713 0.41051 4.15 -1.18 -0.01 0.0993
C 2.61030 0.83108 -0.53776 -0.73 -0.72 0.94 -0.4393
C 2.15153 -0.09888 0.34844 2.18 1.05 -0.75 -0.9942
C 1.28807 0.89521 -1.29377 -0.30 0.02 2.05 -1.2199
C 0.82239 -0.32263 -0.30086 0.48 2.42 -0.28 1.7720
C 0.88117 -1.60822 -1.00141 -0.49 -3.15 1.71 -1.5224
H -3.84698 1.02975 2.02759 1.77 -0.08 -0.23 0.2611
H -1.68110 0.10420 3.45954 -0.94 0.59 -0.46 0.3368
H -3.49038 1.30157 -0.31455 -0.99 0.72 -0.65 0.4201
H 0.06025 -0.52614 2.37934 2.04 -0.94 0.94 0.4463
H -1.29864 0.78944 -1.42589 -0.20 -0.27 0.07 0.4327
H 3.53263 1.43631 -0.63764 -0.61 -0.73 0.03 0.3844
H 2.74461 -0.72497 1.01504 -0.43 0.27 0.41 0.4227
H 0.80357 1.85354 -1.09012 -0.30 -0.13 -0.27 0.3904
H 1.18619 0.60368 -2.31066 0.33 -0.03 -1.03 0.4189
H 1.71825 -1.86517 -1.64426 0.79 0.44 0.57 0.4189
H 0.10267 -1.67334 -1.70652 -1.75 -0.55 -0.50 0.4213
H 0.77791 -2.39517 -0.09975 0.13 1.11 -2.45 0.2763
```
Forces are in eV/Å.

## Properties
2S+1: 3
E_HOMO (spin up / spin down): -4.88 / -9.24 eV
Calculated total energy: -11594.7061 eV
<S²>: 2.048
Frontier orbital gap (spin up / spin down): 5.8340 / 6.8216 eV